ORCA calculation (the ωB97M-V functional and the def2-TZVPD basis) on a molecular structure, C12H24F3HgN3O4STa in a non-equilibrium geometry.

- E (eV) = -50187.813
- spin multiplicity = 2
- total charge = +2
- E_LUMO (spin up / spin down) (eV) = -11.147 / -11.250
- HOMO-LUMO gap (spin up / spin down) (eV) = 4.4 / 4.2

Atoms and positions in Å:
N: 1.845066 -0.326464 -0.763835
C: 3.799413 -1.769267 0.622025
O: 4.924945 -1.766420 0.392903
Hg: 3.628674 -0.236008 -2.020575
Ta: 0.158631 -0.022386 -0.240083
N: -0.869994 -1.606223 -0.957826
N: -0.255865 1.824457 -0.939391
C: -0.406123 -3.004584 -1.059305
C: 0.271647 3.153149 -0.606667
C: 0.743994 -3.087904 -2.047644
C: -1.497120 -3.947689 -1.556033
C: 0.053011 -3.457907 0.322349
C: 0.251132 4.129813 -1.788152
C: -0.601196 3.722267 0.510794
C: 1.717343 3.047615 -0.134661
H: 0.422514 -2.716972 -3.028105
H: 1.075249 -4.127786 -2.147452
H: 1.591231 -2.474087 -1.731299
H: -2.359693 -3.969920 -0.885602
H: -1.085906 -4.961623 -1.586506
H: -1.818467 -3.697603 -2.572161
H: 0.940752 -2.914308 0.662098
H: 0.291654 -4.526029 0.298372
H: -0.750925 -3.296937 1.048918
H: 0.689619 3.679204 -2.685627
H: 0.852262 5.010400 -1.528852
H: -0.758161 4.493343 -2.004805
H: -1.644623 3.766201 0.175353
H: -0.262595 4.733922 0.765936
H: -0.545865 3.090368 1.405114
H: 1.847174 2.414025 0.748909
H: 2.052728 4.059976 0.131534
H: 2.357619 2.653620 -0.931838
C: -1.346764 1.785093 -1.912081
H: -1.293042 0.849634 -2.490295
H: -2.348976 1.838283 -1.451110
H: -1.279535 2.623786 -2.619690
C: -2.215103 -1.327004 -1.430767
H: -2.939076 -2.070223 -1.072030
H: -2.559945 -0.352832 -1.057598
H: -2.263715 -1.311391 -2.532538
F: 1.336789 0.172783 5.279783
C: 0.836509 -0.487220 4.213276
F: 1.706118 -1.459864 3.843458
F: -0.331203 -1.066485 4.562506
S: 0.635462 0.696191 2.802714
O: -0.337822 1.680631 3.187114
O: 1.970820 1.083671 2.420624
O: 0.018957 -0.277397 1.771749

Atomic forces in eV per Å
N 1.493 1.031 -1.718
C 2.654 -0.428 0.029
O -2.429 0.128 0.341
Hg -1.892 -0.231 1.508
Ta -0.299 -4.420 0.866
N 0.918 2.173 0.784
N -1.040 2.159 -1.046
C 0.560 -0.670 -0.147
C 0.984 0.473 -0.445
C 0.265 0.006 -0.444
C -0.191 -0.171 -0.036
C -0.187 -0.089 0.234
C -0.288 0.120 -0.335
C -0.821 -0.275 0.691
C 0.260 -0.166 0.371
H 0.025 -0.187 0.036
H -0.019 0.251 -0.035
H -0.052 -0.229 0.087
H 0.086 -0.094 -0.107
H -0.057 0.197 0.009
H -0.052 -0.055 0.166
H 0.007 0.010 -0.028
H 0.036 0.195 0.081
H 0.148 -0.105 -0.032
H -0.062 0.121 0.067
H -0.157 -0.313 0.022
H 0.185 -0.038 -0.073
H 0.163 0.138 0.139
H 0.014 -0.273 -0.169
H -0.054 0.287 -0.088
H -0.051 0.145 -0.128
H -0.005 -0.399 -0.077
H -0.059 0.181 0.009
C 0.097 0.162 -0.749
H -0.110 0.165 0.143
H 0.326 -0.009 0.200
H 0.017 -0.356 0.286
C -0.584 0.145 -0.073
H 0.227 0.371 -0.003
H -0.081 -0.120 -0.012
H -0.035 0.040 0.284
F -0.541 -0.546 -1.365
C 0.259 -1.004 1.464
F -0.757 0.933 0.175
F 1.049 0.761 -0.607
S 0.279 0.620 1.841
O 0.704 -0.696 -0.539
O -0.914 -0.309 -0.179
O -0.018 0.370 -1.398

***

ORCA calculation (the ωB97M-V functional and the def2-TZVPD basis) on C3H5IO in the gas phase in a non-equilibrium geometry.

- E (eV) = -13335.215
- energy above the lowest of the compared OMol25 structures with the same formula, charge and spin (kJ/mol) = 48.6
- spin multiplicity = 3
- E_LUMO (spin up / spin down) (eV) = 0.278 / -1.495
- HOMO-LUMO gap (spin up / spin down) (eV) = 7.2 / 8.5

Atoms and positions in Å:
C: -1.090474 0.925172 0.681461
C: -0.230620 0.404034 -0.608551
C: 0.962685 -0.384800 -0.191581
O: 0.712218 -1.376310 0.771090
I: -0.713353 1.042889 -2.575618
H: -2.119387 1.279783 0.551885
H: -0.778203 0.765096 1.676326
H: 1.659583 0.319965 0.260855
H: 1.571094 -0.933672 -1.026702
H: 0.026457 -2.042157 0.460835

Atomic forces in eV per Å
C -0.362 0.036 -2.878
C -1.435 0.369 1.344
C 1.324 -1.193 -2.358
O -1.599 -1.256 0.452
I 0.465 -0.422 1.558
H 0.543 -0.244 -0.212
H 0.800 -0.226 0.673
H 0.234 0.020 0.328
H -1.244 1.467 0.805
H 1.274 1.449 0.288

***

ORCA calculation (the ωB97M-V functional and the def2-TZVPD basis) on a molecular structure, C20H40NO7Se2SiTc in a non-equilibrium geometry.

- E (eV) = -177983.705
- energy above the lowest of the compared OMol25 structures with the same formula, charge and spin (kJ/mol) = 0.0
- spin multiplicity = 2
- total charge = -1
- E_LUMO (spin up / spin down) (eV) = 1.913 / 1.844
- HOMO-LUMO gap (spin up / spin down) (eV) = 6.3 / 6.3

Atoms and positions in Å:
Tc: -1.047234 0.358346 -0.356293
O: -1.747601 1.210961 -2.538696
C: -2.077829 2.577664 -2.255452
C: -3.134966 2.586995 -1.173944
N: -2.655569 1.941182 0.053625
C: -3.720396 1.123025 0.658962
C: -3.925907 -0.130086 -0.194134
O: -5.036519 -0.511611 -0.507458
O: -2.806424 -0.688221 -0.521790
C: -2.032232 2.829004 1.022884
C: -1.184478 2.028491 2.011287
O: -1.097204 2.373878 3.170907
O: -0.513129 1.030808 1.490094
H: -0.977151 1.195688 -3.123397
H: -2.475179 3.064963 -3.151440
H: -1.183815 3.117129 -1.934345
H: -3.994542 2.019335 -1.535980
H: -3.467095 3.614098 -0.977571
H: -4.660689 1.674831 0.761319
H: -3.385851 0.807257 1.651081
H: -2.764817 3.424402 1.579193
H: -1.351045 3.504343 0.493362
O: 5.381353 2.218969 -0.103770
C: 4.456780 2.567404 0.920105
C: 2.999792 2.718193 0.454185
C: 2.192828 3.028415 1.721766
O: 2.257774 1.960812 2.636984
C: 2.532777 1.391920 -0.162440
Se: 0.905839 1.431559 -1.289265
C: 2.919334 3.843411 -0.576581
Se: 1.077575 4.213510 -1.099686
H: 5.264610 2.836746 -0.832467
H: 4.761364 3.508595 1.396313
H: 4.511915 1.777356 1.666429
H: 1.165189 3.288011 1.459524
H: 2.636375 3.905988 2.208255
H: 1.427845 1.463352 2.574863
H: 2.314887 0.693204 0.626652
H: 3.310684 0.979177 -0.801799
H: 3.423893 3.535195 -1.495761
H: 3.392303 4.759334 -0.216630
C: 2.048304 -1.939466 0.095888
Si: 0.163652 -1.783665 -0.140201
C: -0.479686 -2.716207 1.448281
C: -0.151686 -4.212088 1.438051
C: -1.989681 -2.560081 1.649060
C: 0.211792 -2.093307 2.668450
C: -0.115036 -2.843158 -1.759157
C: 0.833346 -4.042560 -1.882755
C: -1.557527 -3.349511 -1.860516
C: 0.148766 -1.933789 -2.962737
H: 2.317289 -2.988183 0.246394
H: 2.407347 -1.397520 0.965259
H: 2.596723 -1.579741 -0.775504
H: -0.717355 -4.746958 0.675652
H: -0.413218 -4.654463 2.408343
H: 0.909645 -4.401901 1.267809
H: -2.570460 -2.907139 0.796792
H: -2.255861 -1.516681 1.817273
H: -2.304385 -3.129012 2.534461
H: 1.283097 -2.300982 2.678328
H: -0.213503 -2.516373 3.587423
H: 0.075523 -1.012482 2.705158
H: 0.704639 -4.758043 -1.073241
H: 1.879679 -3.734705 -1.893046
H: 0.639258 -4.573782 -2.824211
H: -1.772986 -4.101217 -1.100158
H: -1.720508 -3.821651 -2.838998
H: -2.283394 -2.544711 -1.746570
H: 1.149924 -1.495826 -2.938208
H: -0.569461 -1.110763 -3.002508
H: 0.052323 -2.507692 -3.893728

Atomic forces in eV per Å
Tc 0.778 1.837 -0.787
O -0.055 -0.213 -0.054
C -0.063 0.293 0.004
C 0.059 -0.116 -0.148
N -0.122 -0.680 0.053
C -0.175 0.122 0.103
C 0.239 0.036 -0.092
O -0.164 -0.039 0.058
O -0.250 -0.399 0.132
C 0.008 0.192 0.050
C 0.321 -0.083 -0.144
O 0.010 0.057 0.065
O -0.116 -0.088 0.476
H -0.058 0.003 -0.016
H 0.020 -0.069 -0.008
H -0.037 0.020 -0.012
H -0.014 0.024 0.006
H 0.043 -0.035 -0.013
H 0.056 0.028 -0.004
H -0.031 0.006 -0.002
H 0.000 -0.021 -0.042
H 0.023 -0.014 0.050
O -0.042 -0.027 -0.058
C 0.061 -0.116 -0.069
C -0.049 -0.106 -0.190
C 0.001 0.234 -0.100
O -0.223 -0.273 0.188
C 0.074 0.206 -0.123
Se -0.037 -0.172 0.723
C -0.108 -0.165 -0.056
Se -0.115 -0.145 -0.187
H 0.039 0.022 0.018
H -0.031 -0.001 0.013
H 0.035 -0.017 0.006
H 0.060 -0.090 0.039
H -0.040 0.034 -0.047
H -0.009 0.091 0.061
H -0.053 -0.241 0.154
H 0.023 0.004 0.004
H 0.110 0.053 0.047
H -0.084 0.020 0.080
C -0.032 0.052 -0.037
Si -0.092 -0.316 -0.205
C -0.069 0.053 -0.049
C -0.001 0.025 0.010
C 0.023 -0.073 0.108
C 0.032 -0.041 0.016
C -0.060 -0.068 0.073
C -0.013 0.060 -0.057
C 0.003 0.007 -0.056
C -0.032 0.024 -0.043
H -0.009 -0.009 -0.013
H 0.079 0.152 0.104
H 0.061 0.043 -0.075
H -0.024 -0.040 -0.040
H -0.002 0.004 0.014
H 0.034 -0.012 0.008
H -0.021 -0.020 -0.048
H 0.000 0.049 0.028
H 0.009 -0.006 0.011
H 0.022 -0.018 0.012
H -0.001 -0.003 0.012
H -0.027 0.074 0.001
H -0.006 -0.049 0.067
H 0.037 0.011 -0.016
H -0.019 0.000 -0.006
H -0.020 -0.032 0.035
H 0.009 -0.020 -0.014
H 0.004 -0.004 -0.003
H 0.047 0.016 0.007
H -0.026 -0.035 -0.005
H 0.010 0.004 -0.017